Entry 1:
DFT (the ωB97M-V functional and the def2-TZVPD basis) results for C22H26BaN2O13 as an isolated structure.

Its total charge is -2. The value obtained for the gap between HOMO and LUMO is 0.23801 Eh. Its maximum force is 0.94 eV/Å. As for the highest occupied orbital energy: -2.38 eV.

The geometry in XYZ format:
```
64
Properties=species:S:1:pos:R:3:forces:R:3:lowdin_charge:R:1
Ba 1.24385 -0.10127 0.35641 0.26 -0.66 0.04 2.1094
O 3.26764 -4.35073 0.16339 0.04 0.02 0.07 -0.0160
C 2.40666 -3.53674 0.49964 -0.09 -0.03 -0.05 -0.6740
O 2.53807 -2.26993 0.59143 0.20 0.21 0.11 -0.3152
C 1.05755 -4.08386 1.02613 -0.02 -0.03 -0.03 -0.1166
C 0.61724 -3.29571 2.26792 -0.01 0.00 0.04 -0.2750
C -0.41595 -4.09923 3.07550 0.01 -0.01 -0.01 -0.1107
C -1.68740 -3.91566 2.21019 -0.02 0.01 0.01 -0.1092
C -1.13285 -3.09720 1.03989 0.09 -0.01 -0.06 -0.2634
O -0.18882 -2.23612 1.71671 -0.10 0.08 0.07 -0.1778
C -0.22292 -3.94748 0.14156 -0.04 0.10 -0.05 -0.1023
C -0.14175 -3.33596 -1.29907 -0.40 0.03 -0.09 -0.6671
O -1.28052 -3.06990 -1.78279 0.26 -0.11 0.16 -0.0645
O 0.97185 -3.20883 -1.81990 0.05 0.02 -0.02 0.0014
H 1.22960 -5.13193 1.27802 0.02 0.00 -0.01 0.1345
H 1.43096 -2.86491 2.84617 0.01 -0.01 0.00 0.1512
H -0.54703 -3.68074 4.07501 0.00 0.02 0.00 0.0997
H -0.11336 -5.14262 3.17658 0.00 0.00 0.01 0.1036
H -2.44873 -3.34592 2.74695 -0.01 -0.01 0.00 0.1019
H -2.12910 -4.85575 1.87764 0.01 0.00 -0.01 0.1064
H -1.85055 -2.51088 0.47533 -0.02 0.02 0.00 0.1410
H -0.68019 -4.92850 -0.01224 0.02 -0.01 0.01 0.1419
O -1.48394 0.52995 0.58069 -0.22 0.09 0.02 -0.1169
C -2.45810 0.46476 -0.16853 0.20 0.06 0.09 -0.2079
C -2.47127 0.16071 -1.56953 0.10 -0.05 0.01 -0.1181
C -3.71246 0.18820 -2.19923 0.05 0.00 -0.20 0.0361
C -3.82945 -0.12931 -3.53506 0.09 0.10 0.04 -0.1773
C -2.68843 -0.55377 -4.27674 -0.06 0.10 0.11 -0.0063
C -1.47308 -0.60412 -3.68592 0.08 0.10 0.04 0.0096
C -1.26960 -0.21665 -2.30156 0.09 -0.50 0.24 -0.3675
O -0.13831 -0.26076 -1.77440 -0.47 0.60 -0.54 -0.2226
N -5.10701 -0.05143 -4.16744 -0.14 -0.49 0.10 -0.3811
O -6.08940 0.26789 -3.49820 0.05 0.16 -0.08 0.0050
O -5.19513 -0.35797 -5.35469 0.03 0.18 -0.01 0.0119
H -3.46334 0.66164 0.25655 0.02 0.02 0.01 0.1238
H -4.59636 0.46673 -1.63934 -0.01 0.00 -0.01 0.1172
H -2.82245 -0.86403 -5.30319 -0.02 0.02 0.01 0.1072
H -0.60465 -0.98195 -4.20823 0.01 -0.01 0.04 0.1215
C -0.60752 3.28835 3.44579 0.01 0.01 -0.01 -0.0267
C 0.62933 2.43365 3.19889 0.06 -0.06 0.06 -0.5410
C 1.45840 2.29179 4.46698 -0.01 -0.01 0.00 -0.0267
O 0.22533 1.10400 2.84628 0.01 0.07 -0.06 -0.1200
C 1.51606 3.11364 2.10441 -0.33 0.14 -0.16 -0.6667
O 1.83335 4.29075 2.33516 0.12 -0.04 0.05 -0.0272
O 1.79297 2.42579 1.08464 0.07 -0.07 -0.03 -0.2043
H -1.20893 2.85491 4.24943 0.00 0.00 0.00 0.0818
H -1.21916 3.33894 2.54036 0.00 0.00 0.00 0.0901
H -0.30756 4.30110 3.70880 0.00 -0.01 0.00 0.0806
H 0.84338 1.88068 5.27134 0.01 0.00 0.01 0.0795
H 1.85359 3.26406 4.75643 0.00 0.01 0.01 0.0822
H 2.29280 1.61088 4.28917 0.00 0.00 0.00 0.0895
H -0.58242 1.14622 2.31156 -0.01 -0.04 -0.01 0.0358
C 2.37349 4.43748 -2.92724 -0.01 0.02 0.03 -0.0653
N 3.03941 3.23291 -2.49439 -0.04 0.03 0.06 -0.1880
C 4.39368 3.36206 -1.99977 0.01 0.00 0.00 -0.0422
C 2.32107 2.13413 -2.16696 -0.13 0.09 0.01 -0.3341
O 2.77902 1.15187 -1.62261 0.17 -0.12 0.02 -0.0972
H 2.88960 4.87161 -3.78728 0.00 0.00 0.00 0.0801
H 2.34175 5.18054 -2.12457 0.00 0.00 0.00 0.0929
H 1.35117 4.20301 -3.21991 0.00 0.00 0.00 0.0846
H 5.01062 3.86648 -2.74641 0.00 0.00 0.00 0.0809
H 4.78864 2.36902 -1.80539 0.00 0.00 0.00 0.0875
H 4.41105 3.93382 -1.06746 -0.01 0.00 0.00 0.0992
H 1.25958 2.20234 -2.45288 0.01 -0.04 -0.03 0.1409
```
Forces are in eV/Å.



Entry 2:
DFT (the ωB97M-V functional and the def2-TZVPD basis) results for a 3-piece molecular cluster, C22H26BrIN2O6 overall in a non-equilibrium geometry.

The value obtained for the gap between HOMO and LUMO is 0.21959 Eh. Its maximum force is 9.63 eV/Å. As for the highest occupied orbital energy: -8.39 eV. The SMILES is C=Cc1c(CC(=O)I)c(Br)c(COC)c2c1C(=O)C=CC2=O.CN(C)C=O.CN(C)C=O.

The geometry in XYZ format:
```
58
Properties=species:S:1:pos:R:3:forces:R:3:lowdin_charge:R:1
C -5.17068 -4.17414 -0.57052 1.13 1.00 0.91 0.0035
C -4.36809 -3.20100 0.24562 -1.34 0.00 -1.25 -0.1342
C -4.56612 -1.54408 0.13443 -0.85 1.31 0.76 -0.0091
C -3.31676 -0.75021 -0.61963 -2.94 2.03 1.38 -0.1018
C -1.96611 -1.50523 -1.21835 -0.76 -0.63 -0.38 -0.1917
C -0.64386 -1.36373 -0.25041 4.15 6.28 -0.44 -0.6138
O 0.19067 -0.28995 -0.23594 -6.14 -7.41 -0.33 -0.1975
I -0.04158 -2.99876 1.14460 -0.75 1.07 -1.13 0.7316
C -3.48470 0.89294 -0.79750 -2.83 -2.76 2.01 -0.4002
Br -1.95488 1.80420 -1.77700 -2.17 -0.92 1.31 0.6571
C -4.81384 1.71984 -0.21500 0.51 -2.90 -0.33 -0.0601
C -4.85390 3.34739 -0.40485 -1.66 -0.53 1.07 -0.1758
O -4.89971 3.95934 0.96494 1.52 -1.72 -1.22 -0.2582
C -3.80456 3.42760 1.79236 1.09 1.04 0.54 -0.1252
C -6.05920 0.89428 0.53683 2.43 -2.08 -1.01 0.0455
C -5.92767 -0.76397 0.71343 1.81 2.18 -1.35 0.0233
C -7.17438 -1.54829 1.43314 -1.43 -4.80 0.51 -0.1858
O -7.31742 -2.90018 1.49054 1.43 8.23 -0.60 -0.0706
C -8.43818 -0.70594 2.13388 0.39 3.81 -0.74 0.0040
C -8.56871 0.76927 1.99422 1.71 -3.90 -0.53 0.0083
C -7.43157 1.61033 1.10074 -2.35 5.10 -0.54 -0.1722
O -7.77594 2.90599 0.85881 2.62 -8.09 1.22 -0.0498
H -4.66253 -4.68925 -1.51485 -0.52 -0.07 3.07 0.0805
H -6.25991 -4.51821 -0.30917 1.58 2.12 -1.37 0.0741
H -3.55414 -3.61517 0.97793 -0.36 1.17 -2.62 0.0943
H -2.12907 -2.67603 -1.37687 0.02 2.65 0.70 0.1134
H -1.79050 -1.07958 -2.31935 0.05 -0.58 2.71 0.1202
H -3.97201 3.80249 -1.02375 -1.58 -1.24 1.16 0.1061
H -5.92315 3.59810 -0.87322 2.54 -0.44 0.97 0.1460
H -2.85170 3.21876 1.10931 -1.97 0.18 1.56 0.0981
H -3.49688 4.29116 2.54898 -0.76 -1.80 -1.64 0.1095
H -4.11394 2.50221 2.43951 0.54 1.56 -1.50 0.1016
H -9.28049 -1.28989 2.74446 2.32 1.08 -1.64 0.1321
H -9.48714 1.34725 2.46580 2.32 -1.12 -1.28 0.1308
C 4.44797 0.27550 -0.11308 -0.07 0.89 -0.21 -0.3033
O 5.64777 0.03876 -0.17673 -0.74 0.43 -0.03 -0.0049
N 3.85946 1.49671 -0.36298 0.50 -1.35 0.29 -0.2022
C 2.42835 1.69509 -0.26566 0.19 -0.04 0.07 -0.0676
C 4.69689 2.61811 -0.73474 0.31 -0.19 0.03 -0.0515
H 3.72074 -0.50646 0.16090 -0.08 0.12 -0.02 0.1342
H 2.05028 2.02478 -1.23767 -0.19 -0.01 0.12 0.0910
H 2.22831 2.46340 0.48666 -0.19 -0.02 -0.08 0.0938
H 1.92102 0.77022 0.02199 0.31 0.33 -0.09 0.0439
H 5.24204 2.36744 -1.64956 0.06 0.20 0.10 0.0918
H 5.41922 2.80375 0.06591 0.02 0.13 -0.20 0.0927
H 4.09227 3.51394 -0.90009 0.03 -0.25 0.06 0.0872
C 10.52283 -1.00476 -1.64215 -0.07 -0.56 0.74 -0.3327
O 11.73892 -1.09828 -1.53276 -0.85 -0.07 0.12 -0.0053
N 9.59709 -1.60132 -0.81312 0.91 0.69 -1.09 -0.2099
C 8.17157 -1.44095 -1.01072 0.10 -0.02 0.34 -0.0752
C 10.06260 -2.41456 0.29097 0.31 0.08 -0.11 -0.0547
H 10.06142 -0.41006 -2.44764 -0.12 -0.05 0.07 0.1268
H 7.73999 -0.98298 -0.11604 -0.17 -0.09 -0.32 0.0689
H 7.72404 -2.42582 -1.17214 -0.18 0.12 -0.02 0.0898
H 7.96270 -0.80554 -1.87567 0.09 -0.08 0.19 0.0842
H 10.68527 -1.80009 0.94794 -0.01 -0.22 0.05 0.0914
H 10.66948 -3.23549 -0.10275 0.00 0.02 0.23 0.0907
H 9.21841 -2.81892 0.85600 0.09 0.15 -0.19 0.0867
```
Forces are in eV/Å.



Entry 3:
DFT (the ωB97M-V functional and the def2-TZVPD basis) results for C22H26BrN9O5Ti as an isolated structure in a non-equilibrium geometry.

Its total charge is -2. The value obtained for the gap between HOMO and LUMO (spin up / spin down) is 0.16550 / 0.16537 Eh. Its maximum force is 1.70 eV/Å. As for the highest occupied orbital energy (spin up / spin down): -0.03 / -0.02 eV.

The geometry in XYZ format:
```
64
Properties=species:S:1:pos:R:3:forces:R:3:lowdin_charge:R:1
Ti 0.78893 -1.34272 0.40583 -1.28 -1.11 -0.09 0.9267
O -0.31518 2.13446 -2.16302 0.01 -0.20 0.29 0.0099
C -0.82307 1.48213 -3.22368 -0.11 -0.13 -0.15 -0.2621
C -1.17916 2.23472 -4.34463 0.02 -0.04 0.06 -0.0332
C -1.70662 1.61827 -5.46530 -0.02 0.04 -0.08 -0.1272
C -1.88579 0.24003 -5.49071 0.02 -0.03 0.06 -0.1251
C -1.53192 -0.50837 -4.37830 -0.03 0.02 -0.08 -0.0406
C -1.00520 0.08432 -3.23552 0.03 0.03 0.14 -0.0667
C -0.62571 -0.74274 -2.05876 0.02 0.31 -0.26 -0.4985
O -0.29694 -0.11896 -0.96220 0.12 -0.19 0.35 -0.2568
N -0.62543 -2.03169 -2.15705 0.06 -0.09 0.23 0.0792
N -0.19537 -2.55701 -0.95831 0.72 1.28 0.46 -0.1557
C -0.49379 -3.85350 -0.76594 -0.05 -0.78 0.35 -0.1572
C -0.36428 -4.29906 0.53686 -0.06 0.08 -0.52 -0.3130
C -0.68187 -5.61746 0.98729 -0.01 -0.12 0.21 -0.0769
C -0.58625 -5.92263 2.30961 -0.06 -0.09 -0.18 -0.1423
C -0.16035 -4.92745 3.22359 0.09 0.23 0.00 -0.1157
C 0.15140 -3.68391 2.71971 -0.01 -0.09 0.28 -0.1456
N 0.06728 -3.33885 1.43213 0.26 0.49 -0.40 0.0030
H -0.15459 1.42285 -1.47053 0.11 0.02 -0.22 0.0590
H -1.02189 3.30606 -4.30893 0.00 0.00 0.00 0.1038
H -1.97693 2.21789 -6.32806 0.01 0.00 0.01 0.0847
H -2.29245 -0.24665 -6.36896 0.00 0.00 0.00 0.0816
H -1.64938 -1.58432 -4.36745 0.00 0.01 0.01 0.1018
H -0.92959 -4.44104 -1.56471 0.02 0.03 -0.01 0.0909
H -1.00560 -6.35276 0.25925 0.01 0.01 -0.01 0.0922
H -0.83523 -6.91966 2.65899 0.00 0.00 0.00 0.0804
H -0.06765 -5.12164 4.28298 0.00 0.00 0.00 0.0724
H 0.50360 -2.90743 3.38579 -0.01 -0.02 0.02 0.0949
N 2.57759 -2.78793 0.37459 -0.11 0.02 0.04 -0.0980
C 3.63899 -2.31845 1.27241 -0.13 0.06 -0.05 -0.1781
C 3.02867 -1.66311 2.50832 0.21 0.00 0.06 -0.5645
O 3.67712 -1.61648 3.56861 -0.06 0.01 -0.05 -0.0387
N 1.82331 -1.16697 2.27438 -0.10 -0.10 -0.49 -0.0828
C 1.14490 -0.49908 3.34787 0.00 0.10 0.07 -0.1683
C -0.30872 -0.24023 2.96037 0.14 0.02 0.00 -0.6729
O -1.04515 0.37208 3.73744 -0.06 0.00 -0.05 -0.0164
O -0.64572 -0.63364 1.78285 0.30 0.04 -0.17 -0.1492
H 2.23843 -3.70033 0.65897 -0.07 0.04 -0.02 0.0845
H 2.89426 -2.83314 -0.58771 -0.01 0.11 -0.03 0.0046
H 4.19927 -1.55023 0.73508 0.03 -0.01 0.03 0.0858
H 4.32336 -3.11207 1.57933 0.00 0.00 0.04 0.1075
H 1.59477 0.47720 3.57124 0.00 -0.01 0.02 0.1231
H 1.18265 -1.06044 4.28848 -0.01 0.00 0.00 0.1160
Br 2.65291 -0.51353 -1.62999 0.03 -0.06 0.13 -0.0221
C -0.50112 5.30731 -0.91296 0.02 0.01 -0.02 -0.0782
C -1.36613 4.90407 0.27700 -0.02 0.04 0.00 -0.4132
C -2.40137 3.85891 -0.12699 -0.03 -0.03 0.00 -0.0682
C -0.51104 4.43705 1.45522 0.05 -0.03 0.01 -0.1212
N 0.34046 3.30430 1.15009 0.03 0.00 -0.01 -0.0926
C 0.06356 1.99959 1.12470 -0.16 0.02 -0.04 -0.1381
N 1.15644 1.35058 0.81434 0.19 -0.02 0.00 0.0211
N 2.11919 2.28317 0.65994 -0.04 -0.04 -0.05 0.0102
N 1.64508 3.45677 0.85063 0.02 0.07 0.10 0.0486
H -1.12259 5.72066 -1.71081 0.00 -0.01 0.01 0.0736
H 0.02062 4.43948 -1.31889 -0.01 0.02 0.00 0.0625
H 0.24282 6.05658 -0.63241 0.00 0.00 0.01 0.0724
H -1.89398 5.79166 0.64950 0.00 0.00 0.00 0.1249
H -1.92106 2.98931 -0.57804 -0.02 0.03 0.01 0.0634
H -3.08381 4.27109 -0.87358 0.01 -0.01 -0.01 0.0771
H -2.99497 3.52482 0.72744 0.01 0.01 0.01 0.0804
H -1.14024 4.15118 2.29959 -0.02 0.01 0.00 0.1291
H 0.16160 5.23169 1.77832 -0.01 0.01 0.00 0.1182
H -0.89109 1.54523 1.33469 0.00 0.02 -0.01 0.1358
```
Forces are in eV/Å.



Entry 4:
DFT (the ωB97M-V functional and the def2-TZVPD basis) results for C22H26BrN9O5Ti as an isolated structure.

Its total charge is -2. The value obtained for the gap between HOMO and LUMO (spin up / spin down) is 0.17263 / 0.17239 Eh. Its maximum force is 0.87 eV/Å. As for the highest occupied orbital energy (spin up / spin down): -0.35 / -0.34 eV.

The geometry in XYZ format:
```
64
Properties=species:S:1:pos:R:3:forces:R:3:lowdin_charge:R:1
Ti -0.16928 -0.26654 0.59653 -0.27 0.23 0.11 0.8090
O -2.29073 3.66761 3.79503 -0.06 -0.26 -0.20 0.0260
C -0.96388 3.78681 3.98790 0.15 -0.11 -0.06 -0.2825
C -0.51793 4.76317 4.87434 -0.03 0.07 0.06 -0.0464
C 0.83452 4.93070 5.11790 0.07 0.03 0.03 -0.1234
C 1.77172 4.12567 4.48179 0.01 0.03 0.04 -0.1109
C 1.33846 3.15274 3.59623 -0.04 0.04 0.04 -0.0154
C -0.01807 2.97018 3.33323 0.05 0.01 -0.01 -0.0636
C -0.41111 1.92998 2.36261 -0.74 0.24 0.15 -0.4666
O 0.49158 1.25984 1.74208 0.03 -0.46 -0.39 -0.1726
N -1.68783 1.73501 2.12119 0.44 0.29 0.30 0.0509
N -1.79786 0.74123 1.19007 0.69 -0.45 -0.26 -0.1931
C -3.04853 0.40182 0.79408 -0.47 -0.31 -0.41 -0.1461
C -3.06414 -0.62032 -0.12406 -0.18 0.37 0.36 -0.2935
C -4.22374 -1.18119 -0.75146 -0.08 -0.08 -0.08 -0.0676
C -4.09850 -2.18492 -1.65265 -0.09 0.17 0.15 -0.1342
C -2.79882 -2.68237 -1.95486 0.14 -0.05 -0.01 -0.1184
C -1.72518 -2.12821 -1.32191 0.09 -0.26 -0.24 -0.1436
N -1.79998 -1.11424 -0.43130 0.23 0.20 0.22 -0.0259
H -2.42348 2.90730 3.15255 0.12 0.15 0.07 0.0712
H -1.25701 5.38413 5.36675 -0.01 -0.02 -0.01 0.1017
H 1.15940 5.69750 5.81358 -0.01 -0.01 -0.01 0.0855
H 2.82978 4.25326 4.67339 -0.01 -0.01 0.00 0.0888
H 2.04612 2.50800 3.09024 -0.03 -0.02 -0.04 0.1042
H -3.91751 0.90989 1.18905 -0.02 0.00 0.00 0.0979
H -5.19706 -0.78264 -0.48914 0.02 0.03 0.02 0.0951
H -4.97401 -2.60882 -2.13108 -0.03 0.00 0.00 0.0806
H -2.65619 -3.49267 -2.65684 0.04 0.01 0.01 0.0750
H -0.72985 -2.51083 -1.50895 0.00 0.04 0.02 0.1027
N -1.82058 2.64220 -1.74198 -0.01 -0.02 -0.10 0.0255
C -0.53812 2.82383 -1.05759 0.26 -0.17 0.18 -0.1998
C 0.52100 1.89988 -1.65802 -0.35 0.19 -0.13 -0.5399
O 1.15496 2.31977 -2.64580 0.01 -0.12 0.09 -0.0413
N 0.65210 0.67522 -1.12870 0.09 -0.18 0.12 -0.0407
C 1.56993 -0.15103 -1.89111 -0.03 -0.07 0.11 -0.1506
C 1.80103 -1.48762 -1.20992 0.14 0.19 -0.21 -0.6705
O 2.68991 -2.24652 -1.61271 0.01 0.06 -0.05 -0.0277
O 1.05275 -1.72312 -0.19699 -0.22 0.12 0.29 -0.1943
H -1.95204 3.32051 -2.47901 0.00 -0.02 0.05 0.0498
H -2.59322 2.68753 -1.09273 0.01 -0.02 -0.01 0.0471
H -0.67349 2.60495 -0.00350 -0.01 0.02 -0.01 0.0686
H -0.14531 3.83940 -1.15242 -0.03 0.07 0.00 0.1043
H 2.53371 0.34497 -2.02768 0.02 -0.04 -0.03 0.0898
H 1.19244 -0.34142 -2.90378 0.02 0.00 -0.02 0.1326
Br -0.24066 -1.79511 2.71963 0.01 0.10 -0.21 -0.0846
C 5.24658 0.80788 -2.61863 0.11 0.01 0.04 -0.0674
C 6.58097 0.61654 -1.90289 -0.03 -0.07 0.01 -0.4187
C 7.22917 1.94981 -1.54350 -0.05 0.00 -0.01 -0.0940
C 6.43258 -0.30641 -0.68810 0.01 0.04 -0.15 -0.1215
N 5.42718 0.11501 0.26614 -0.34 0.25 0.02 -0.1127
C 4.21556 -0.40969 0.51632 0.29 -0.26 0.08 -0.1223
N 3.65932 0.27101 1.48538 -0.19 0.03 0.01 0.0621
N 4.53266 1.24325 1.80519 0.05 0.12 -0.12 -0.0418
N 5.58737 1.17636 1.07546 0.32 -0.19 0.11 0.0281
H 5.39074 1.35399 -3.55139 -0.02 0.02 -0.02 0.0784
H 4.54828 1.38351 -2.00928 -0.01 0.01 0.01 0.0818
H 4.77672 -0.14888 -2.84981 -0.05 -0.03 0.01 0.0808
H 7.25856 0.07681 -2.57635 0.01 0.00 0.01 0.1267
H 6.58094 2.52284 -0.88000 0.03 0.02 -0.01 0.0651
H 7.40465 2.53595 -2.44836 0.00 0.01 0.02 0.0707
H 8.18567 1.80644 -1.03321 -0.02 0.00 -0.02 0.0701
H 7.38417 -0.39490 -0.15981 -0.02 -0.01 0.02 0.1191
H 6.12610 -1.29705 -1.02580 0.00 -0.01 0.04 0.1300
H 3.82276 -1.27453 -0.00241 -0.04 0.04 0.05 0.1124
```
Forces are in eV/Å.



Relative energy (zero: lowest compared OMol25 entry of this formula, charge and spin) (computed, kJ/mol): 125.6; 1361.6; 119.1; 100.8